# 1
This record from the Open Molecules 2025 dataset describes an isolated molecule of C5H9NO in a non-equilibrium geometry. The level of theory is wB97M-V/def2-TZVPD.

```
16
Properties=species:S:1:pos:R:3:forces:R:3
C -1.681636 -1.106196 -0.040366 -0.09 0.03 -0.04
C -0.553913 -0.218548 -0.526212 0.21 -0.69 0.09
C -0.684481 1.317140 -0.469568 0.14 0.17 -0.23
C 0.685979 1.331888 0.154772 0.63 1.80 -0.79
C 0.708327 -0.080571 0.413258 -2.46 -0.02 1.14
N 1.714014 -0.994674 0.553864 1.62 -0.48 -0.43
O 2.887974 -0.273158 0.377012 0.04 -0.49 0.19
H -2.539921 -1.049731 -0.719160 0.09 -0.03 0.08
H -2.021983 -0.795716 0.955312 0.07 -0.03 -0.14
H -1.360398 -2.151026 0.020858 -0.05 0.13 -0.02
H -0.195533 -0.529406 -1.510000 -0.11 0.05 0.00
H -0.744661 1.780644 -1.462132 -0.02 0.02 0.18
H -1.509340 1.714280 0.139385 0.15 -0.18 -0.02
H 0.229321 -0.081061 1.424674 -0.09 -0.38 0.07
H 1.492347 2.047472 0.070529 -0.11 -0.01 0.04
H 3.573903 -0.911340 0.617776 -0.03 0.10 -0.12
```
Positions in Å, forces in eV/Å.

- E_LUMO (spin up / spin down): 0.525 / 0.729 eV
- Highest occupied orbital energy (spin up / spin down): -7.5 / -8.3 eV
- Charge: 0
- Gap between HOMO and LUMO (spin up / spin down): 8.01 / 9.06 eV



# 2
This record from the Open Molecules 2025 dataset describes an isolated molecule of C5H9NO. The level of theory is wB97M-V/def2-TZVPD.

```
16
Properties=species:S:1:pos:R:3:forces:R:3
N -0.471711 -1.996766 1.613221 0.25 0.19 -0.22
C -0.076622 -1.267331 0.659210 -0.22 -0.15 0.09
C -0.952387 -0.886769 -0.499153 -0.02 -0.03 0.00
C -1.011857 0.639980 -0.588565 -0.03 0.07 0.04
C 0.403679 1.217464 -0.666707 0.02 -0.03 -0.05
C 1.362146 0.616180 0.362900 0.02 0.25 -0.03
O 1.205578 -0.788241 0.586751 -0.02 -0.15 0.02
H 0.282371 -2.081169 2.298250 -0.05 -0.08 -0.04
H -0.512530 -1.295480 -1.418760 -0.05 0.04 0.14
H -1.939673 -1.330413 -0.355065 0.15 0.08 -0.01
H -1.542465 1.021224 0.292207 0.10 0.00 -0.07
H -1.585721 0.949929 -1.468201 0.05 -0.03 0.14
H 0.800663 1.046886 -1.673581 -0.04 -0.02 0.10
H 0.379260 2.301377 -0.501886 0.05 -0.15 -0.12
H 1.264299 1.119297 1.333938 -0.08 -0.03 -0.10
H 2.394971 0.733832 0.025439 -0.13 0.04 0.11
```
Positions in Å, forces in eV/Å.

- E_LUMO: 0.927 eV
- Highest occupied orbital energy: -10.0 eV
- Charge: 0
- Gap between HOMO and LUMO: 10.92 eV



# 3
This record from the Open Molecules 2025 dataset describes a cluster of 2 separate species, C5H9NO in total in a non-equilibrium geometry. The level of theory is wB97M-V/def2-TZVPD.

```
16
Properties=species:S:1:pos:R:3:forces:R:3
C 1.649430 0.524707 -0.544933 0.04 0.01 0.05
C 0.372106 -0.001447 -1.149994 0.03 0.32 0.08
N 0.142140 -1.439877 -1.050834 -0.09 -0.02 0.24
C -0.751841 -0.518381 -0.324953 -0.12 0.71 0.75
C -0.731789 -0.551905 1.281401 0.81 -0.70 1.74
C -1.557346 1.314412 1.047419 -2.30 3.66 -0.94
O -0.995203 2.283914 1.279552 0.30 -0.43 0.04
H 1.930916 -0.049476 0.342446 -0.07 0.08 -0.14
H 2.471141 0.443735 -1.263788 -0.10 0.02 0.08
H 1.539399 1.577274 -0.262600 0.03 -0.13 -0.04
H 0.079816 0.494673 -2.078510 0.04 -0.16 0.16
H -0.301760 -1.804502 -1.896354 -0.02 0.11 0.46
H -1.746647 -0.385696 -0.761812 0.29 -0.02 0.43
H 0.245220 -0.903387 1.544266 0.54 -1.14 0.07
H -1.536333 -1.226333 1.561600 0.22 -0.39 0.12
H -0.809249 0.242288 2.277096 0.42 -1.91 -3.09
```
Positions in Å, forces in eV/Å.

- E_LUMO: 0.853 eV
- Highest occupied orbital energy: -9.6 eV
- Charge: 0
- Gap between HOMO and LUMO: 10.43 eV



# 4
This record from the Open Molecules 2025 dataset describes an isolated molecule of C5H9NO. The level of theory is wB97M-V/def2-TZVPD.

```
16
Properties=species:S:1:pos:R:3:forces:R:3
C -1.952367 -0.685231 0.692563 -0.31 -0.19 0.19
C -1.158225 1.221569 -0.661380 0.14 0.22 0.09
N -0.525174 -0.275618 0.781375 0.04 -0.13 -0.19
C 0.078016 0.889482 0.063515 -0.03 0.07 -0.18
C 1.207187 0.397824 -0.849484 -0.04 0.23 0.02
C 2.337901 -0.390370 -0.358601 0.20 0.03 0.13
O 1.273667 -1.003208 -1.085389 -0.07 -0.09 -0.12
H -2.673150 0.113453 0.883246 0.25 -0.09 0.06
H -2.047967 -1.415427 1.492416 -0.25 -0.07 0.07
H -2.225124 -1.178312 -0.249928 0.09 0.22 0.15
H -1.762812 1.799058 0.072743 0.09 -0.08 -0.24
H -0.046901 -1.068655 0.363035 0.14 -0.07 0.04
H 0.473427 1.618152 0.785501 -0.05 -0.08 -0.08
H 1.343002 1.003834 -1.743251 0.00 -0.06 0.08
H 3.291042 -0.380182 -0.885725 -0.15 0.09 0.11
H 2.387473 -0.646365 0.699370 -0.04 0.00 -0.13
```
Positions in Å, forces in eV/Å.

- E_LUMO: -0.093 eV
- Highest occupied orbital energy: -8.7 eV
- Charge: 0
- Gap between HOMO and LUMO: 8.57 eV



# 5
This record from the Open Molecules 2025 dataset describes an isolated molecule of C5H9NO in a non-equilibrium geometry. The level of theory is wB97M-V/def2-TZVPD.

```
16
Properties=species:S:1:pos:R:3:forces:R:3
C 1.633380 0.246048 0.350563 0.20 0.18 -0.60
C 0.251710 0.863209 0.218183 -0.19 0.50 -0.69
O 0.282649 1.430483 -1.158978 -1.13 0.39 0.59
C -0.959337 -0.087002 0.174892 -0.06 0.10 -0.10
C -0.785783 -1.233128 -0.831104 0.01 -0.05 -0.06
C -1.343404 -0.617466 1.495522 -0.14 -0.24 0.87
N -1.683677 -1.054514 2.512447 0.42 0.47 -1.06
H 1.689905 -0.847748 0.403075 -0.17 0.33 0.04
H 2.284428 0.690582 1.110741 -0.28 -0.05 -0.16
H 1.860643 0.612121 -0.669098 1.71 -1.08 0.72
H 0.075104 1.665870 0.941761 -0.07 -0.13 -0.12
H 0.664564 2.321857 -1.187307 -0.19 -0.39 0.41
H -1.783844 0.549433 -0.160433 -0.06 -0.14 0.05
H -1.732794 -1.761799 -0.967559 0.13 0.08 0.02
H -0.040937 -1.960010 -0.493371 -0.12 0.14 -0.03
H -0.468791 -0.814911 -1.789093 -0.06 -0.10 0.12
```
Positions in Å, forces in eV/Å.

- E_LUMO: 0.612 eV
- Highest occupied orbital energy: -11.0 eV
- Charge: 0
- Gap between HOMO and LUMO: 11.64 eV



# 6
This record from the Open Molecules 2025 dataset describes a structure of composition C5H9NO. The level of theory is wB97M-V/def2-TZVPD.

```
16
Properties=species:S:1:pos:R:3:forces:R:3
C 1.779444 -0.576655 -0.102382 0.06 0.03 0.03
C 0.868414 0.591009 -0.013468 0.21 -0.12 -0.09
N 1.159712 1.839426 -0.213458 -0.13 -0.20 0.02
C -0.255813 2.138215 -0.222035 -0.36 0.59 -0.13
O -0.849497 3.135632 -0.504235 0.31 -0.49 0.18
C -0.639821 0.678721 0.111164 -0.03 -0.03 0.00
C -1.451852 -0.103064 -0.908650 -0.04 -0.02 -0.07
H 1.575841 -1.078174 -1.058172 0.03 0.03 0.15
H 1.601801 -1.311339 0.689413 -0.02 0.18 -0.08
H 2.822405 -0.253560 -0.099928 -0.14 -0.03 0.02
H -0.085548 -2.662258 2.486492 -0.04 0.04 -0.02
H -0.582631 -2.140963 2.303125 0.03 -0.04 0.01
H -1.021423 0.568618 1.134307 0.11 -0.06 -0.17
H -1.044988 0.055037 -1.913805 -0.10 -0.03 0.11
H -2.499814 0.207737 -0.914102 0.15 -0.02 0.03
H -1.413187 -1.177085 -0.692188 -0.03 0.17 -0.02
```
Positions in Å, forces in eV/Å.

- E_LUMO: 0.725 eV
- Highest occupied orbital energy: -9.7 eV
- Charge: 0
- Gap between HOMO and LUMO: 10.40 eV



# 7
This record from the Open Molecules 2025 dataset describes an isolated molecule of C5H9NO. The level of theory is wB97M-V/def2-TZVPD.

```
16
Properties=species:S:1:pos:R:3:forces:R:3
C -0.990546 0.974879 -0.560695 -0.45 0.23 0.03
C 0.164425 -0.092771 0.244796 0.21 -0.21 0.26
C 1.288219 0.747460 0.763205 0.10 -0.05 -0.02
C -1.092952 -0.071026 0.840091 0.02 0.14 -0.21
N 0.250160 -2.346109 -0.187301 0.19 0.01 -0.35
C 0.471156 -1.205982 -0.770523 0.05 0.01 0.10
O 0.854705 -0.806861 -1.896122 -0.03 -0.11 0.18
H -0.240405 0.794705 -1.391051 -0.17 -0.18 0.52
H -0.959410 2.018424 -0.257119 -0.10 -0.21 0.14
H -1.918974 0.659244 -1.028735 -0.01 0.07 0.00
H 0.951622 1.589213 1.379057 0.00 -0.18 -0.12
H 1.904244 1.105495 -0.063676 -0.03 -0.07 0.09
H 1.894723 0.078550 1.380392 0.02 0.09 -0.04
H -1.253886 0.427849 1.799913 0.00 0.31 -0.52
H -1.773231 -0.888880 0.609801 0.21 0.22 -0.05
H 0.522732 -3.091142 -0.827469 0.01 -0.07 0.01
```
Positions in Å, forces in eV/Å.

- E_LUMO: 0.494 eV
- Highest occupied orbital energy: -8.3 eV
- Charge: 0
- Gap between HOMO and LUMO: 8.81 eV



| no. | DFT total energy (eV) |
| --- | --- |
| 1 | -8863.14366 |
| 2 | -8868.29815 |
| 3 | -8864.53904 |
| 4 | -8862.33228 |
| 5 | -8867.49789 |
| 6 | -8866.71761 |
| 7 | -8865.45394 |